C7H4ClFO | wB97M-V/def2-TZVPD

Summary:
SMILES: O=C(Cl)c1ccccc1F
HOMO: -10.040 eV
Kohn-Sham gap: 9.62 eV

```
14
Properties=species:S:1:pos:R:3:forces:R:3
Cl 1.8832 -2.5426 1.6970 -1.0 0.1 -0.3
F 2.3770 -0.6654 -0.2337 0.1 0.2 -0.6
O -0.7314 -2.4453 1.7856 0.3 -0.3 -0.3
C -0.3341 1.5881 -1.0930 -0.7 1.0 0.4
C 0.0938 -0.7468 0.4149 1.0 0.8 -1.3
C -1.1438 -0.0864 0.3619 0.8 -1.0 0.8
C 0.2015 -1.9440 1.2474 0.2 -0.3 1.4
C 1.1442 -0.1784 -0.3198 -1.0 0.5 0.5
C -1.3708 1.0656 -0.3177 -0.2 0.0 -1.1
C 0.9097 0.9916 -1.0445 0.8 0.2 -0.3
H 1.7439 1.4842 -1.5290 0.1 -0.2 -0.1
H -0.5522 2.5616 -1.5987 0.7 -1.1 0.2
H -1.8467 -0.5547 0.9935 -1.2 -0.2 0.4
H -2.3742 1.4723 -0.3638 0.2 0.2 0.2
```
Positions in Å, forces in eV/Å.


CH6N2S | wB97M-V/def2-TZVPD

Summary:
net charge: +1
HOMO (spin up / spin down): -11.218 / -11.218 eV
energy relative to the best compared isomer or geometry (same formula, charge and spin): 3.178 eV
spin multiplicity: 2
Kohn-Sham gap (spin up / spin down): 5.86 / 1.69 eV

```
10
Properties=species:S:1:pos:R:3:forces:R:3
S 0.7605 3.9209 -4.1581 1.6 -0.5 -0.7
N -1.2085 -3.9095 2.9181 1.5 6.7 -1.2
N 0.2513 -2.1535 3.4448 0.2 -1.3 0.6
C -0.7819 -2.4868 2.7926 0.5 -0.8 -1.2
H -1.1311 -1.6856 2.1233 -1.2 -0.8 0.3
H -2.1841 -3.7443 3.1586 -0.3 -2.4 0.4
H 1.1456 3.9340 -2.8787 0.1 0.0 0.0
H -0.2864 -4.3371 2.9346 -1.1 -2.0 0.9
H 2.0563 3.5511 -4.6182 -1.7 0.5 0.6
H 0.8232 -2.9269 3.8170 0.4 0.5 0.3
```
Positions in Å, forces in eV/Å.


C4H11N2 | wB97M-V/def2-TZVPD

Summary:
net charge: +1
HOMO: -14.510 eV
energy relative to the best compared isomer or geometry (same formula, charge and spin): 3.316 eV
Kohn-Sham gap: 9.95 eV

```
17
Properties=species:S:1:pos:R:3:forces:R:3
N 1.2692 0.3008 0.5960 -0.2 0.6 -1.0
N -1.1981 0.5786 -0.5303 2.3 3.2 -1.4
C -2.1601 -0.4500 -0.6006 -1.1 0.3 0.2
C 1.3895 -0.7335 1.5825 -1.7 -1.9 0.0
C 2.2082 -0.8131 0.3132 -2.1 -1.0 -0.4
C -1.1183 1.6220 -1.3207 -0.1 -1.7 2.2
H 1.6361 1.2227 0.7348 0.8 0.1 0.5
H 1.8805 -0.6369 2.5606 -0.2 0.3 -0.6
H 0.3728 -1.2944 1.6046 2.1 0.6 0.3
H -0.1302 2.0752 -1.1507 -0.8 0.7 -0.7
H 3.2453 -0.6777 0.3945 1.2 0.7 0.4
H -1.9635 1.9888 -1.9577 1.1 -0.5 0.4
H -1.9200 -1.1762 0.1001 0.6 -1.5 1.2
H -3.1295 -0.1062 -0.3015 -0.7 0.4 -0.2
H -0.2291 0.4899 0.0893 -0.6 -0.7 -0.9
H 1.9925 -1.5092 -0.5474 -0.3 0.9 1.2
H -2.1454 -0.8808 -1.5668 -0.3 -0.4 -1.0
```
Positions in Å, forces in eV/Å.


C4H5NO | wB97M-V/def2-TZVPD

Summary:
SMILES: Oc1cc[nH]c1
HOMO: -7.950 eV
energy relative to the best compared isomer or geometry (same formula, charge and spin): 1.817 eV
Kohn-Sham gap: 8.96 eV

```
11
Properties=species:S:1:pos:R:3:forces:R:3
O 1.9297 0.2129 -0.7988 1.2 0.4 0.9
N -1.2043 -0.6825 0.0382 0.0 -0.3 0.4
C 0.8996 0.0246 0.1256 -0.5 0.1 -0.6
C -1.2324 0.6580 0.3578 -0.1 -0.1 0.3
C 0.1131 -1.0816 0.0003 0.3 0.3 -1.0
C 0.0493 1.1053 0.5662 -0.2 0.1 -0.6
H 2.7226 -0.3383 -0.7165 -0.4 0.1 0.5
H -1.8700 -1.1487 -0.5638 -0.1 0.1 0.6
H 0.4730 -2.0150 -0.3921 -0.4 -0.2 -0.3
H -2.1776 1.1809 0.4088 0.2 -0.1 0.3
H 0.2971 2.0844 0.9742 0.1 -0.3 -0.6
```
Positions in Å, forces in eV/Å.


C8H12F6N4S2 | wB97M-V/def2-TZVPD

Summary:
SMILES: CN(C)/N=C(\SS/C(=N\N(C)C)C(F)(F)F)C(F)(F)F
HOMO: -7.965 eV
Kohn-Sham gap: 6.86 eV

```
32
Properties=species:S:1:pos:R:3:forces:R:3
S -0.4762 -0.8863 -2.0877 -0.6 -0.1 0.4
S -1.7519 -1.9707 -0.8822 -0.5 0.2 0.1
F 0.2568 -5.0227 0.3079 0.2 0.3 0.4
F -2.6323 1.1039 -1.3968 0.4 -0.7 0.6
F -1.3160 2.6472 -1.0162 0.9 2.7 0.6
F 1.4296 -3.6394 -0.8934 -2.1 -0.7 -0.4
F -0.6045 -4.5428 -1.5305 0.7 1.0 -0.5
F -1.7674 1.2367 0.5968 -0.3 0.7 0.9
N 0.8064 1.1217 -0.8823 -1.3 0.2 -0.7
N 1.9628 0.5053 -1.2756 0.4 -2.2 -0.5
N -0.7698 -1.7869 2.2617 -2.9 4.0 1.3
N -0.1422 -2.5882 1.3895 -0.7 -4.2 -4.4
C -1.4711 -2.2037 3.5383 2.3 -0.3 -0.4
C 0.1060 -3.9938 -0.5388 2.2 -1.4 0.5
C -1.4867 1.4266 -0.6738 -2.4 -2.2 -1.9
C 2.9977 1.3043 -1.9624 0.2 -0.1 4.5
C -0.3601 0.5687 -1.1039 4.0 0.1 -0.2
C 2.4416 -0.7401 -0.5423 0.5 1.5 -0.1
C -0.1345 -0.4470 2.4191 2.3 -2.1 -1.1
C -0.5584 -2.8223 0.0907 0.8 2.2 5.3
H 1.6135 -1.3522 -0.2330 -0.3 0.0 0.1
H 3.2204 1.0151 -2.9409 -0.2 -0.4 -1.7
H 3.0544 -1.3682 -1.2153 -0.3 0.5 0.3
H 2.7402 2.3653 -1.8357 0.2 -0.3 -0.3
H -0.7359 -2.6888 4.2516 -0.8 0.8 -0.4
H -1.9740 -1.3010 3.9283 0.8 -0.3 -0.1
H 3.0554 -0.4581 0.3835 -0.7 -0.2 -1.2
H 0.1271 -0.1389 1.3901 0.0 0.2 0.8
H -2.2845 -2.8819 3.4184 -0.4 -0.8 -0.8
H 0.8283 -0.5256 3.0324 -0.9 0.1 -0.7
H 3.9013 1.0376 -1.3313 -0.4 0.9 -0.9
H -0.7424 0.2677 2.8913 -1.1 0.7 0.4
```
Positions in Å, forces in eV/Å.


C51H54P3PtSi | wB97M-V/def2-TZVPD

Summary:
net charge: +1
HOMO: -9.482 eV
energy relative to the best compared isomer or geometry (same formula, charge and spin): 4.106 eV
Kohn-Sham gap: 6.70 eV

```
110
Properties=species:S:1:pos:R:3:forces:R:3
Pt 0.0036 -0.0296 -0.6186 1.2 -0.4 -0.3
P -2.2926 -0.1409 -1.1240 -0.9 0.3 0.8
P 2.2174 -0.2456 -1.5349 -0.5 0.4 -0.4
P 0.1114 0.0858 1.8445 -0.2 -0.1 0.1
Si 0.4602 2.1821 -0.7869 -0.2 0.8 -0.3
C -1.3306 -0.8529 2.5868 0.0 0.1 -0.1
C -1.3865 -2.7100 -0.5978 0.1 -0.1 -0.1
C 0.6973 4.0888 1.3019 0.0 0.2 0.0
C -2.4176 -1.9988 -1.4672 0.0 0.1 -0.2
C 1.2300 -3.3437 -4.7823 0.0 0.0 0.0
C 3.8348 0.0530 3.4429 0.0 0.0 0.0
C 4.1829 2.7038 -3.6033 0.0 -0.1 0.0
C -3.8396 0.6514 -2.0367 0.2 -0.2 -0.3
C -2.7041 -0.6288 1.8087 0.2 0.0 0.1
C 3.7394 -0.7212 4.5927 0.0 0.0 0.0
C -3.3403 -0.0880 3.1294 0.0 0.0 0.1
C 3.8196 1.4487 -3.1440 0.0 0.1 0.0
C 1.4946 -0.3237 2.9756 0.0 -0.1 -0.1
C -4.0691 0.0011 -3.4108 0.1 0.1 0.0
C -3.6034 1.3760 3.1824 0.1 0.2 -0.2
C 5.7436 0.0006 0.4555 0.0 0.0 0.0
C 1.6622 -2.7865 -2.4869 0.0 0.0 0.0
C 4.3881 -1.9767 -0.9425 -0.1 0.0 0.1
C -1.9317 -2.2386 -2.9143 0.1 0.0 0.0
C -1.2383 -3.1899 3.4652 0.2 0.0 -0.3
C 1.3374 -3.7253 -3.4528 0.0 0.0 0.0
C 2.7205 0.2525 2.6499 0.1 -0.1 0.0
C -2.2658 -1.5424 4.9145 0.0 -0.2 0.1
C 0.1178 2.4054 3.4122 0.0 0.1 0.0
C 3.7967 -0.7284 -0.7710 0.1 -0.1 0.1
C 2.7238 1.3291 -2.2918 -0.1 -0.2 0.2
C 1.4470 -2.0212 -5.1407 0.0 0.1 0.0
C 0.4707 2.7379 1.0357 0.0 -0.2 -0.2
C 5.6399 -2.2365 -0.4025 0.0 -0.1 0.0
C -3.7214 2.1432 -2.3521 0.0 0.0 0.0
C 3.4694 3.8272 -3.1909 0.0 0.0 0.0
C -2.0474 -0.4516 3.9184 0.0 0.1 0.0
C 0.3292 3.7538 3.6482 0.0 -0.1 0.0
C 2.3937 3.6991 -2.3270 0.1 0.1 0.0
C -0.8704 -2.2848 2.5562 0.0 -0.2 0.1
C 4.4910 0.2603 -0.0701 0.0 0.0 -0.1
C 2.5202 -1.2770 4.9399 -0.1 0.0 0.0
C 6.3187 -1.2533 0.2980 0.0 0.0 0.0
C -2.6985 0.3158 0.6349 -0.2 0.0 -0.2
C -5.0874 0.4397 -1.1701 0.0 0.0 0.0
C -3.7623 -2.6766 -1.2013 0.0 0.0 0.0
C -0.7049 3.4056 -1.6349 0.1 -0.2 0.0
C -1.9693 -2.8187 4.6681 -0.1 0.2 0.2
C 0.1687 1.8937 2.1157 -0.1 0.0 0.1
C 1.9008 -1.4570 -2.8424 0.2 -0.1 -0.2
C 0.6250 4.5982 2.5884 0.0 0.0 0.0
C 2.0130 2.4429 -1.8539 -0.1 -0.2 0.3
C 1.4010 -1.0810 4.1393 -0.1 0.1 0.1
C -2.8360 1.6280 0.8892 0.0 -0.2 -0.2
C 1.7830 -1.0778 -4.1789 0.0 -0.1 0.1
C -3.2634 2.1703 2.1691 -0.1 0.1 0.4
H 4.0677 1.2528 0.0315 0.0 0.0 0.0
H -0.1902 -2.5762 1.7658 0.0 0.0 0.0
H 1.3626 -1.7195 -6.1769 0.0 0.0 0.0
H 6.2782 0.7830 0.9801 0.0 0.0 0.0
H -5.9511 0.7557 -1.7613 0.0 0.0 0.0
H 3.7596 4.8072 -3.5485 0.0 0.0 0.0
H 4.6085 -0.8762 5.2188 0.0 0.0 0.0
H -2.7310 -1.2569 5.8525 0.0 0.0 0.0
H 6.0879 -3.2115 -0.5458 0.0 0.0 0.0
H -2.1934 -3.5864 5.3978 0.0 0.0 0.0
H -4.2065 -0.6634 3.4640 0.0 0.0 0.0
H 0.2847 4.1396 4.6587 0.0 0.0 0.0
H -3.2132 0.1516 -4.0703 0.0 0.0 0.0
H -2.8637 2.3553 -2.9899 0.0 0.0 0.1
H -0.8958 -4.2130 3.3658 0.0 0.0 0.0
H -3.1088 -1.6071 1.5537 -0.1 0.0 0.0
H 4.7791 0.5032 3.1664 0.0 0.0 0.0
H 0.9756 -4.0758 -5.5380 0.0 0.0 0.0
H 1.7347 -3.0956 -1.4489 0.0 0.0 0.0
H 4.3777 0.5671 -3.4380 0.0 0.0 0.0
H -5.0676 1.0394 -0.2641 0.0 0.0 0.0
H 0.8080 5.6506 2.7659 0.0 0.0 0.0
H -3.3862 3.2446 2.2383 0.0 0.0 0.0
H 0.4580 -1.5037 4.4544 0.0 0.0 0.0
H -2.7055 2.3611 0.1048 0.0 -0.1 0.0
H 1.9489 -0.0494 -4.4696 0.0 0.0 0.0
H 2.7978 0.8811 1.7728 0.0 0.0 0.0
H -0.4594 3.4852 -2.6968 -0.1 -0.1 0.0
H -3.7046 2.7765 -1.4683 0.0 0.0 0.0
H -4.0767 -2.5603 -0.1626 0.0 0.0 0.0
H -0.0478 1.7397 4.2496 0.0 0.0 0.0
H -1.6931 -2.7732 0.4362 0.1 0.0 0.1
H -1.6254 0.4252 4.4121 0.0 0.0 0.0
H -0.9061 -1.8787 -3.0316 -0.1 0.0 0.0
H -0.3762 -2.2762 -0.6876 0.0 0.1 0.1
H 7.2991 -1.4570 0.7090 0.0 0.0 0.0
H -3.6413 -3.7483 -1.3852 0.0 0.0 0.0
H 3.8924 -2.7513 -1.5111 0.1 0.0 0.0
H -1.9272 -3.3178 -3.0902 0.0 0.0 0.0
H 1.1698 -4.7560 -3.1649 0.0 0.0 0.0
H -4.5672 -2.3296 -1.8390 0.0 0.0 -0.1
H 2.4266 -1.8628 5.8457 0.0 0.0 0.0
H -1.7457 3.1327 -1.5508 0.0 0.1 0.1
H -1.2594 -3.7278 -0.9821 -0.1 0.0 0.1
H -4.9237 0.5003 -3.8719 0.0 0.0 0.0
H 5.0217 2.8127 -4.2786 0.0 0.0 0.0
H -0.6023 4.4023 -1.1963 0.1 -0.1 0.0
H 1.8516 4.5894 -2.0258 0.0 0.0 0.0
H -5.2450 -0.6008 -0.8899 0.0 0.1 0.0
H -4.0283 1.7801 4.0949 0.0 0.0 0.0
H 0.9361 4.7665 0.4876 0.0 0.0 0.0
H -2.5383 -1.7878 -3.6876 0.0 0.0 0.0
H -4.6143 2.4270 -2.9149 0.0 0.0 0.0
H -4.3035 -1.0549 -3.3722 -0.1 -0.1 0.0
```
Positions in Å, forces in eV/Å.


C3HN3O2 | wB97M-V/def2-TZVPD

Summary:
SMILES: N#CC(C#N)[N+](=O)[O-]
HOMO: -12.666 eV
energy relative to the best compared isomer or geometry (same formula, charge and spin): 4.236 eV
Kohn-Sham gap: 11.58 eV

```
9
Properties=species:S:1:pos:R:3:forces:R:3
O -1.3757 1.9743 -0.6755 -0.6 0.9 0.2
O -2.3630 0.0308 -0.5978 0.7 0.6 0.3
N 1.7365 1.5477 0.9499 1.5 1.0 1.2
N 1.0137 0.1733 -2.8936 -2.4 -0.3 2.6
N -1.4094 0.7893 -0.5544 -0.5 -0.8 -0.1
C -0.0504 0.1607 -0.5593 2.3 0.7 1.7
C 0.3543 0.1238 -1.9193 3.5 0.5 -4.6
C 1.0539 0.9913 0.2422 -4.1 -2.6 -2.2
H -0.0506 -0.8763 -0.2538 -0.4 -0.1 0.8
```
Positions in Å, forces in eV/Å.


C7H41NO12 | wB97M-V/def2-TZVPD

Summary:
HOMO: -8.692 eV
energy relative to the best compared isomer or geometry (same formula, charge and spin): 4.312 eV
Kohn-Sham gap: 9.04 eV

```
61
Properties=species:S:1:pos:R:3:forces:R:3
O 1.1110 2.6530 -3.9053 0.5 -0.8 0.1
O -0.6321 -4.3463 2.2316 1.4 -0.4 -1.3
O 3.0383 0.9459 1.4098 -1.6 0.9 0.6
O -2.6474 -2.7515 0.8753 -1.9 0.4 0.6
O 0.9814 4.4831 -1.9525 -0.9 1.0 0.2
O 1.6524 -3.0691 2.2528 0.1 -0.6 0.0
O 3.1315 -1.0600 2.8962 -0.4 2.0 1.4
O -4.1875 -0.7097 -0.2753 0.1 -1.5 1.8
O -1.4207 2.0581 -2.9403 -1.9 0.7 1.1
O 3.4293 1.2441 -2.5065 0.9 1.7 -0.8
O 2.3029 2.8964 -0.1019 0.4 -0.1 0.3
O -3.8782 1.6427 -1.4501 0.7 -1.0 -0.5
N 0.3471 -0.4686 1.2838 -0.5 1.9 1.1
C -0.4252 1.8909 1.7763 -0.4 -1.1 -1.1
C 1.5889 -1.6800 -1.3825 -2.2 -2.3 -0.7
C -0.1092 -0.3933 -0.0662 0.0 -0.6 -1.9
C 0.1240 -1.7858 -0.7767 0.7 -0.6 2.6
C -1.7315 -0.1558 2.7101 2.2 0.1 -2.5
C -0.3265 0.4108 2.2728 1.2 1.5 0.9
C -1.0150 -2.1409 -1.7382 -1.4 2.3 0.7
H -1.3022 1.8353 1.1015 0.7 0.7 -0.3
H -1.3130 -4.2244 2.8595 -0.7 0.4 1.2
H 2.5028 -0.3909 3.2712 0.0 -1.5 0.3
H 0.2527 -4.0039 2.5219 -1.0 0.0 0.1
H 0.1864 -2.5586 0.0977 -0.3 1.1 -1.5
H 0.5014 0.3490 -0.6150 -0.2 -0.1 0.2
H 1.3377 -1.2771 -2.3850 1.2 0.4 0.5
H -1.1391 -0.0382 -0.2162 -0.1 -0.3 0.3
H 2.2038 -1.1778 -0.6727 0.4 1.2 0.0
H 3.8538 2.0715 -2.8809 -0.7 -1.2 0.9
H 1.1415 1.8292 -3.3770 0.3 0.7 -0.1
H 2.0480 0.7952 1.4381 1.1 -0.8 -0.6
H 2.8688 2.3319 -0.6308 0.2 -0.7 0.1
H 2.2635 -2.4943 2.7802 0.0 -0.3 -1.2
H 0.4230 0.4121 3.1209 -1.1 -0.1 -0.2
H 0.1915 2.6516 -4.1577 -0.8 0.0 -0.4
H -0.8550 -1.4756 -2.6054 -0.4 -0.7 -0.1
H 2.1003 -2.6698 -1.4996 -0.7 0.5 -0.2
H -3.8660 -1.1765 0.5766 -0.4 0.8 -2.0
H -2.3820 1.9742 -2.6198 1.5 -0.2 -0.7
H -1.1500 -3.1610 -1.9606 0.7 -1.4 -0.8
H 0.4560 2.4039 1.3758 0.2 -1.1 -1.0
H 0.8958 4.2315 -2.8783 0.4 -0.5 -0.2
H -2.3487 -0.0964 1.7786 0.2 -0.2 0.8
H -3.8264 0.6885 -1.1990 0.2 0.6 -0.2
H -0.6148 2.6816 2.4472 -1.1 0.2 2.0
H 0.3687 -1.3879 1.6675 0.2 -0.8 0.0
H -2.6994 -3.6529 0.5436 1.0 0.3 0.0
H -2.1982 0.3909 3.4980 -0.2 0.0 0.7
H 2.1469 3.6004 -0.7189 -0.7 1.0 -0.4
H 2.9905 1.8939 1.6124 0.7 0.1 -0.4
H -4.5399 1.9199 -0.8369 -0.7 0.7 0.5
H 3.3463 0.7463 -3.3215 -0.2 -0.6 -0.1
H -1.8010 -2.3134 0.8308 0.7 -0.8 -0.3
H 0.2312 5.0831 -1.8040 0.5 -0.2 0.2
H -2.0914 -1.9142 -1.3406 2.1 0.2 -0.4
H 2.0807 -3.4213 1.4489 0.1 0.6 0.8
H -1.1675 2.8070 -2.3675 0.3 -0.5 -0.3
H -1.3853 -1.1794 2.8592 -1.2 -0.3 0.8
H -4.5860 -1.4443 -0.7710 0.2 0.3 0.2
H 3.5409 -0.3032 2.4158 0.6 -0.8 -0.8
```
Positions in Å, forces in eV/Å.